1.
This record from OMol25 describes a cluster of 3 separate species, C5H17N2O in total. The level of theory is ωB97M-V/def2-TZVPD.

The geometry in XYZ format:
```
25
Properties=species:S:1:pos:R:3:mulliken_charge:R:1
N 1.38 -0.21 1.61 -0.686
C 1.59 0.30 0.26 0.764
C 2.87 -0.25 -0.23 -1.505
C 0.35 -0.11 -0.46 -0.726
N -0.85 0.42 0.11 0.072
C -2.13 0.00 -0.49 -0.709
C -1.74 3.23 1.41 -0.848
H -1.88 2.82 2.38 0.277
H 0.46 0.11 1.86 0.236
H 2.08 0.23 2.18 0.300
H 1.51 1.43 0.15 0.207
H 3.60 0.33 0.35 0.367
H 3.24 -0.04 -1.21 0.438
H 3.02 -1.31 -0.02 0.381
H 0.13 -1.27 -0.64 0.309
H 0.36 0.10 -1.56 0.484
H -3.02 0.48 -0.03 0.319
H -2.34 -1.09 -0.22 0.294
H -2.14 0.07 -1.61 0.395
H -1.81 2.43 0.62 -0.064
H -2.63 3.71 1.06 0.355
H -0.96 3.97 1.21 0.319
H -1.55 -3.37 -1.35 0.319
H -0.96 -3.64 -2.73 0.310
O -0.81 -3.17 -1.92 -0.609
```

Properties
Energy above the lowest of the compared OMol25 structures with the same formula, charge and spin: 140.3 kcal/mol
Charge: +1
Molar mass: 121.20 g mol⁻¹
Energy: -385.0172 Eh
Lowest unoccupied orbital energy: -8.2 eV
HOMO: -13.663 eV


2.
This record from OMol25 describes a cluster of 8 separate species, C25H54N2O9S8 in total. The level of theory is ωB97M-V/def2-TZVPD.

The geometry in XYZ format:
```
98
Properties=species:S:1:pos:R:3:mulliken_charge:R:1
O -0.83 -2.83 -4.96 -0.504
C -1.72 -2.03 -4.97 0.696
N -2.94 -2.13 -5.61 -0.281
C -3.06 -3.32 -6.47 -1.026
C -3.14 -4.65 -5.72 -0.825
C -4.01 -4.61 -4.47 -0.621
C -3.45 -5.31 -3.25 0.591
C -2.51 -6.34 -3.32 -0.173
C -2.01 -6.97 -2.18 -0.864
C -2.47 -6.58 -0.92 -0.206
C -3.41 -5.56 -0.84 -0.432
C -3.90 -4.93 -1.98 -0.761
O -1.57 -0.79 -4.34 -0.180
N -1.99 -0.88 -2.97 -0.502
C -1.15 -0.32 -2.25 0.657
S -0.11 0.38 -1.34 -0.323
H -3.00 -1.31 -6.20 0.304
H -2.21 -3.36 -7.16 0.383
H -3.99 -3.20 -7.03 0.463
H -3.55 -5.37 -6.42 0.444
H -2.13 -4.97 -5.51 0.429
H -4.96 -5.09 -4.68 0.446
H -4.25 -3.59 -4.17 0.397
H -2.15 -6.66 -4.28 0.336
H -1.28 -7.76 -2.27 0.384
H -2.08 -7.07 -0.04 0.448
H -3.78 -5.26 0.13 0.356
H -4.65 -4.16 -1.88 0.357
C 0.42 2.24 2.82 -0.967
S 0.88 0.50 2.82 0.569
O 0.37 -0.09 4.09 -0.667
C 2.64 0.77 3.06 -0.758
H -0.66 2.29 2.72 0.316
H 0.73 2.70 3.76 0.349
H 0.89 2.74 1.97 0.342
H 2.80 1.33 3.98 0.327
H 3.05 1.32 2.21 0.434
H 3.12 -0.20 3.13 0.052
C 0.64 5.26 -3.15 -1.042
S -1.09 5.11 -2.70 0.742
O -1.15 4.32 -1.43 -0.651
C -1.54 4.00 -4.03 -1.075
H 1.12 5.89 -2.41 0.305
H 1.10 4.28 -3.15 0.335
H 0.71 5.73 -4.13 0.387
H -0.93 3.10 -3.98 0.321
H -1.39 4.51 -4.99 0.378
H -2.59 3.75 -3.92 0.304
C 6.06 -3.09 6.00 -0.965
S 5.11 -1.98 4.97 0.582
O 5.81 -0.66 4.98 -0.645
C 3.70 -1.83 6.07 -0.829
H 7.01 -3.28 5.50 0.288
H 6.24 -2.63 6.98 0.299
H 5.52 -4.03 6.12 0.392
H 4.02 -1.44 7.03 0.293
H 3.22 -2.80 6.18 0.343
H 2.99 -1.13 5.62 0.214
C -1.21 -7.30 4.64 -0.937
S -2.48 -6.65 3.54 0.446
O -2.40 -7.45 2.28 -0.570
C -1.66 -5.09 3.21 -0.899
H -1.51 -8.31 4.93 0.318
H -0.26 -7.33 4.12 0.296
H -1.15 -6.67 5.53 0.363
H -0.67 -5.27 2.79 0.310
H -1.57 -4.52 4.14 0.397
H -2.27 -4.54 2.50 0.272
C 8.99 -0.72 4.65 -0.720
S 8.88 -1.32 2.96 0.506
O 8.19 -2.64 3.01 -0.610
C 10.64 -1.64 2.77 -0.939
H 7.98 -0.49 4.98 0.143
H 9.43 -1.49 5.28 0.278
H 9.59 0.19 4.66 0.398
H 10.96 -2.35 3.54 0.301
H 11.18 -0.70 2.86 0.345
H 10.80 -2.07 1.79 0.327
C -4.15 4.50 -0.11 -0.582
S -5.67 5.37 -0.52 0.448
O -5.73 5.45 -2.00 -0.607
C -5.12 6.98 0.07 -0.487
H -4.25 3.47 -0.43 0.324
H -3.31 4.96 -0.62 -0.016
H -4.00 4.53 0.97 0.380
H -4.22 7.27 -0.46 -0.115
H -4.94 6.93 1.14 0.346
H -5.91 7.70 -0.14 0.336
C -1.15 9.06 -1.24 -1.019
S -2.43 9.03 -2.52 0.465
O -1.96 8.11 -3.57 -0.572
C -2.14 10.71 -3.11 -0.953
H -1.13 8.08 -0.77 0.279
H -0.19 9.27 -1.70 0.374
H -1.40 9.82 -0.50 0.422
H -1.10 10.81 -3.43 0.302
H -2.36 11.42 -2.31 0.362
H -2.81 10.88 -3.94 0.325
```

Properties
Molar mass: 783.25 g mol⁻¹
Energy: -4956.8377 Eh
Lowest unoccupied orbital energy: -0.6 eV
HOMO: -8.399 eV


3.
This record from OMol25 describes a cluster of 2 separate species, C3H6N4O4 in total. The level of theory is ωB97M-V/def2-TZVPD.

The geometry in XYZ format:
```
17
Properties=species:S:1:pos:R:3:mulliken_charge:R:1
O 4.14 0.31 0.31 -0.497
C 2.97 0.19 0.10 0.549
N 1.96 1.14 -0.08 -0.527
N 0.86 0.52 -0.26 0.129
N 1.06 -0.76 -0.22 0.342
O 2.36 -1.08 0.01 -0.261
H 0.36 -1.48 -0.33 0.277
C -2.56 1.83 -0.08 -0.617
O -2.32 0.56 -0.68 -0.341
C -2.42 -0.48 0.17 0.718
N -2.17 -1.65 -0.48 -0.454
O -2.71 -0.38 1.34 -0.598
H -2.44 2.56 -0.88 0.231
H -1.84 2.02 0.72 0.291
H -3.58 1.87 0.32 0.294
H -1.95 -1.66 -1.47 0.242
H -2.22 -2.51 0.03 0.224
```

Properties
Energy above the lowest of the compared OMol25 structures with the same formula, charge and spin: 0.0 kcal/mol
Molar mass: 162.10 g mol⁻¹
Energy: -637.8386 Eh
SMILES: O=c1nn[nH]o1.COC(N)=O
Lowest unoccupied orbital energy: 0.1 eV
HOMO: -10.365 eV


4.
This record from OMol25 describes a structure of composition C3H9FN3O2. The level of theory is ωB97M-V/def2-TZVPD.

The geometry in XYZ format:
```
18
Properties=species:S:1:pos:R:3:mulliken_charge:R:1
C -0.25 -0.50 -0.45 -0.192
H 0.15 -0.68 1.59 0.264
F 0.34 -2.24 -0.27 -0.658
C 0.33 0.11 0.84 0.296
N -1.75 -0.84 -0.44 0.950
O -2.28 -0.99 0.72 -0.765
O -2.11 -1.50 -1.48 -0.770
N 0.35 -0.23 -1.69 -0.578
H 0.59 0.77 -1.81 0.209
H -0.30 -0.55 -2.41 0.311
N -0.36 1.30 1.32 -0.789
H -1.34 1.06 1.48 0.403
H -0.33 2.04 0.60 0.287
C 1.82 0.40 0.68 -1.342
H 2.37 -0.49 0.35 0.337
H 1.98 1.19 -0.07 0.283
H 2.22 0.76 1.64 0.372
H -1.43 0.40 -0.63 0.381
```

Properties
Energy above the lowest of the compared OMol25 structures with the same formula, charge and spin: 34.5 kcal/mol
Charge: -1
Molar mass: 138.12 g mol⁻¹
Energy: -534.1550 Eh
Lowest unoccupied orbital energy: 3.7 eV
HOMO: -3.530 eV


5.
This record from OMol25 describes the molecule C35H45N3O7. The level of theory is ωB97M-V/def2-TZVPD.

The geometry in XYZ format:
```
90
Properties=species:S:1:pos:R:3:mulliken_charge:R:1
C 2.14 1.50 -3.43 -0.870
C 2.05 2.16 -2.07 -0.339
O 0.64 2.02 -1.68 -0.263
C 0.32 2.84 -0.68 -0.187
O 1.21 3.46 -0.11 -0.609
C -1.21 3.05 -0.33 2.662
C -2.06 1.84 -0.76 -0.970
O -2.69 1.23 0.07 -0.669
O -2.13 1.49 -2.04 -0.173
C -2.78 0.21 -2.33 -0.256
C -2.54 -0.07 -3.78 -1.041
C -1.19 3.00 1.23 0.215
C -0.45 1.74 1.60 -0.952
C -0.26 1.45 3.09 -0.922
C 0.28 2.71 3.80 -0.849
C -0.48 4.00 3.42 -0.508
C -0.59 4.20 1.92 -1.141
C -2.19 4.13 -1.13 -0.071
C -3.29 4.82 -0.50 -0.503
C -3.59 4.99 0.86 -0.810
N -4.42 5.94 1.35 0.528
C -4.74 5.99 2.78 0.140
C -5.47 4.74 3.32 -0.507
C -5.74 4.76 4.81 0.645
C -7.04 4.53 5.29 -0.442
C -7.33 4.67 6.63 -0.550
C -6.31 4.99 7.55 -0.524
C -4.98 5.09 7.09 -0.631
C -4.70 4.98 5.73 -0.128
C -5.64 7.24 2.90 0.123
O -6.15 7.68 3.91 -0.710
N -5.74 7.76 1.63 0.302
C -6.60 8.89 1.38 -0.985
C -5.07 7.00 0.56 0.294
C -6.13 6.45 -0.42 -1.527
C -4.10 7.95 -0.18 -1.525
C -2.12 4.32 -2.63 1.614
C -1.24 3.54 -3.42 -0.153
C -1.15 3.67 -4.83 -1.128
C -1.94 4.60 -5.50 -0.725
C -2.82 5.39 -4.74 -0.689
N -3.63 6.37 -5.33 1.001
O -3.66 6.51 -6.56 -0.635
O -4.31 7.11 -4.57 -0.603
C -2.83 5.31 -3.35 0.063
H 3.18 1.66 -3.79 0.425
H 1.93 0.40 -3.34 0.262
H 1.46 1.97 -4.17 0.078
H 2.69 1.69 -1.30 0.324
H 2.30 3.23 -2.16 0.322
H -2.31 -0.59 -1.69 0.278
H -3.87 0.30 -2.10 0.258
H -3.33 -0.76 -4.15 0.394
H -2.55 0.82 -4.45 0.224
H -1.55 -0.58 -3.88 0.266
H -2.24 2.97 1.55 1.227
H -0.92 0.86 1.13 0.423
H 0.59 1.82 1.24 0.407
H -1.18 1.05 3.55 0.377
H 0.47 0.61 3.15 0.424
H 0.27 2.52 4.89 0.436
H 1.35 2.83 3.55 0.349
H -1.48 3.97 3.88 0.056
H 0.03 4.85 3.91 0.424
H 0.40 4.37 1.49 0.369
H -1.20 5.09 1.72 0.401
H -1.15 4.52 -0.65 0.135
H -4.03 5.36 -1.13 -0.715
H -3.30 4.17 1.53 0.491
H -3.82 6.15 3.37 0.169
H -6.44 4.67 2.78 0.267
H -4.89 3.84 3.05 0.346
H -7.82 4.28 4.55 0.325
H -8.35 4.55 6.98 0.361
H -6.53 5.14 8.59 0.377
H -4.17 5.27 7.79 0.378
H -3.67 5.09 5.35 0.159
H -7.01 9.24 2.34 0.389
H -6.02 9.69 0.90 0.274
H -7.41 8.59 0.70 0.308
H -6.85 5.82 0.12 0.280
H -6.64 7.29 -0.92 0.542
H -5.69 5.84 -1.21 0.346
H -3.47 8.49 0.53 0.345
H -3.47 7.41 -0.89 0.208
H -4.70 8.68 -0.75 0.501
H -0.70 2.73 -2.93 0.329
H -0.44 3.03 -5.36 0.321
H -1.85 4.77 -6.55 0.512
H -3.46 6.04 -2.79 0.635
```

Properties
Energy above the lowest of the compared OMol25 structures with the same formula, charge and spin: 20.4 kcal/mol
Molar mass: 619.76 g mol⁻¹
Energy: -2051.4142 Eh
SMILES: CCOC(=O)C(C(=O)OCC)(C1CCCCC1)[C@H](/C=C/N1[C@H](Cc2ccccc2)C(=O)N(C)C1(C)C)c1cccc([N+](=O)[O-])c1
Lowest unoccupied orbital energy: -0.8 eV
HOMO: -7.102 eV